72
Properties=species:S:1:pos:R:3:forces:R:3 method="wB97M-V/def2-TZVPD" de_lowest_kj_mol=124.5 homo_ev=-14.8 charge=+3 lumo_energy_ev=-10.3 orbital_gap_ha=0.1648 e_tot_ev=-69065.6046 multiplicity=1
Bi -0.01863 0.58462 0.74673 -1.9 -1.2 -1.9
P 1.88699 1.76515 1.72374 2.8 1.4 1.4
P -1.55535 0.90092 2.79050 -0.3 0.0 -0.2
P -1.16565 2.41293 -0.57020 -0.8 0.8 -0.2
H 0.63779 -4.96467 -7.27848 0.0 0.2 -0.2
C 0.83300 -3.97350 -7.69012 1.5 0.6 0.0
C 2.09751 -3.49409 -7.79256 -1.4 -0.5 0.2
H 2.95401 -4.08636 -7.46504 -0.2 0.2 -0.2
C 3.09619 0.64640 2.40002 0.7 -0.6 0.5
C 1.54499 2.89153 3.06562 -0.3 0.6 0.7
C 2.80723 2.76182 0.57230 0.5 0.5 -0.8
C -3.07084 0.04016 2.48332 -1.0 -0.5 0.2
C -0.95488 0.27787 4.29432 0.2 -0.6 2.2
C -1.96534 2.57143 3.13011 -0.8 1.3 0.8
C -0.64710 2.50731 -2.24253 0.5 0.4 -1.4
C -1.10429 4.07601 -0.01440 -0.2 1.7 0.1
C -2.90638 2.01617 -0.61455 -0.8 0.1 -0.2
H -0.02109 -3.38637 -8.02826 0.2 -0.2 0.0
H 2.29484 -2.50776 -8.21511 0.0 -0.3 0.1
H 3.23474 -0.25067 1.78628 0.1 0.3 0.0
H 2.80765 0.33019 3.41255 0.1 0.2 -0.3
H 4.05847 1.19664 2.46939 -0.5 -0.3 -0.1
H 1.03075 2.40970 3.90550 0.2 0.1 -0.2
H 0.95455 3.75772 2.74132 0.2 -0.2 0.0
H 2.52871 3.26376 3.42764 -0.5 -0.2 -0.2
H 3.35093 2.13343 -0.14537 -0.2 0.1 0.1
H 3.55502 3.34235 1.16141 -0.5 -0.4 -0.3
H 2.17731 3.46821 0.02018 0.1 -0.1 0.1
H -3.70736 0.23132 3.37835 0.2 -0.2 -0.6
H -2.91122 -1.04414 2.39199 0.0 0.3 0.1
H -3.60500 0.38191 1.59008 0.1 0.0 0.2
H -1.66706 0.66120 5.05856 0.5 -0.4 -0.1
H 0.04841 0.63443 4.56036 -0.3 -0.1 0.0
H -0.96662 -0.82111 4.34638 0.0 0.4 -0.1
H -2.53601 2.52608 4.08614 0.2 0.3 -0.5
H -2.60901 3.03439 2.37220 0.1 -0.2 0.2
H -1.09220 3.21194 3.28810 -0.2 -0.2 0.0
H -1.22171 3.34067 -2.68081 0.1 -0.2 0.0
H -0.86090 1.59082 -2.80933 0.1 0.2 0.2
H 0.42677 2.74769 -2.33805 -0.6 -0.1 0.1
H -1.94207 4.58805 -0.53982 0.6 0.0 0.4
H -0.16678 4.55768 -0.33450 -0.3 -0.1 0.1
H -1.23484 4.22319 1.05968 0.0 -0.1 -0.2
H -3.33467 2.64328 -1.42774 0.1 -0.4 0.5
H -3.39298 2.28325 0.33404 0.1 0.0 -0.3
H -3.10948 0.96213 -0.83055 0.1 0.2 -0.1
C 0.50162 -0.82408 -2.42914 -0.5 -1.6 -1.0
C -0.85163 -1.18687 -2.49592 0.0 0.3 0.1
C -1.29084 -2.14292 -3.41573 0.0 0.1 0.1
C -0.38569 -2.74563 -4.28843 -0.2 -0.2 -0.1
C 0.95900 -2.38731 -4.23755 0.2 0.2 0.0
C 1.40316 -1.43758 -3.32398 -0.1 0.1 0.4
S 1.20108 0.32621 -1.33597 1.9 0.3 -0.4
H -1.44690 -0.29698 0.17762 -0.2 -0.6 0.0
H -1.56148 -0.70844 -1.81703 0.0 -0.2 -0.3
H -2.34748 -2.41185 -3.44715 0.3 0.1 0.0
H -0.73196 -3.49777 -5.01402 0.2 0.5 0.4
H 1.67755 -2.84749 -4.91461 -0.2 0.1 0.1
H 2.45267 -1.15847 -3.27954 -0.1 -0.1 -0.1
C 0.37921 -3.03508 3.19552 0.3 0.1 -2.1
C 0.32436 -3.69717 1.77784 -0.4 2.1 0.8
C -0.12605 -2.48791 0.94586 0.4 -0.7 2.4
O 0.71647 -1.38407 1.53299 -0.6 -0.8 -0.4
C 1.18291 -1.79388 2.83277 -0.9 -0.2 1.2
H -0.63336 -2.80118 3.48962 -0.3 0.1 0.4
H 0.87748 -3.63513 3.91232 0.3 -0.5 0.8
H -0.37460 -4.48771 1.71103 -0.6 -0.9 -0.1
H 1.31239 -3.97982 1.48347 0.5 -0.5 -0.3
H 0.08668 -2.58486 -0.07506 0.2 0.2 -1.5
H -1.16361 -2.23264 1.17874 0.0 -0.1 -0.4
H 1.07421 -0.98623 3.57094 0.1 -0.2 -0.5
H 2.20635 -2.01876 2.68601 1.1 -0.4 0.2